Entry 1:
The following is a quantum chemistry calculation of the molecule C5H7NOS at a distorted geometry, from the Open Molecules 2025 dataset.

Geometry (Å):
O (-0.378, 2.584, 0.130)
C (-0.903, 1.524, 0.002)
C (0.117, 0.386, -0.014)
C (1.505, 0.957, -0.163)
S (2.820, -0.008, 0.067)
C (-0.293, -0.773, -1.013)
N (-1.103, -1.373, 0.043)
C (-0.164, -0.727, 1.063)
H (-1.918, 1.147, 0.022)
H (1.629, 1.996, -0.616)
H (0.728, -1.308, -1.034)
H (-0.770, -0.618, -1.981)
H (-1.445, -2.355, 0.150)
H (-0.609, -0.245, 2.073)
H (0.783, -1.188, 1.272)

total charge = 0
relative energy (zero: lowest compared OMol25 entry of this formula, charge and spin) = 351.5 kJ/mol
SMILES = O=CC1(C=S)CNC1
LUMO level = -0.49 eV
E_tot = -722.7842 Ha
Kohn-Sham gap = 8.2 eV
E_HOMO = -8.66 eV

Atom charges from the natural (NBO) analysis, given in e for atoms 1 to 2: O -0.51; C 0.45

Entry 2:
The following is a quantum chemistry calculation of a cluster of 2 separate species, C9H14O in total at a distorted geometry, from the Open Molecules 2025 dataset.

Geometry (Å):
C (-2.916, -0.242, 1.628)
C (-0.438, 0.422, -1.200)
C (-1.446, -0.171, -0.495)
C (-0.162, 1.774, -0.935)
C (-1.965, 0.455, 0.694)
C (-0.665, 2.416, 0.192)
C (-1.544, 1.748, 1.031)
O (0.753, 2.452, -1.621)
H (-0.018, -0.060, -2.072)
H (-1.706, -1.220, -0.570)
H (0.970, 1.985, -2.450)
H (-0.296, 3.345, 0.610)
H (-3.929, 0.094, 1.396)
H (-2.568, -0.168, 2.657)
H (-1.950, 2.271, 1.889)
H (-2.853, -1.314, 1.431)
C (3.152, -1.182, -0.435)
C (2.024, -2.158, -0.227)
H (3.776, -1.264, 0.485)
H (3.822, -1.502, -1.220)
H (3.033, -0.104, -0.492)
H (2.115, -3.184, -0.623)
H (0.984, -1.909, -0.486)
H (1.827, -2.483, 0.813)

total charge = +1
relative energy (zero: lowest compared OMol25 entry of this formula, charge and spin) = 84.9 kJ/mol
LUMO level (alpha / beta) = -3.78 / -7.66 eV
E_tot = -426.2439 Ha
spin multiplicity = 2
Kohn-Sham gap (alpha / beta) = 10.4 / 6.5 eV
E_HOMO (alpha / beta) = -14.13 / -14.13 eV

Atom charges from the natural (NBO) analysis, given in e for atoms 1 to 2: C -0.67; C -0.23

Entry 3:
The following is a quantum chemistry calculation of a cluster of 14 separate species, C5H36NO15 in total at a distorted geometry, from the Open Molecules 2025 dataset.

Geometry (Å):
C (-0.841, 0.949, -2.318)
C (-0.983, 2.171, -3.247)
C (0.464, 1.076, -1.498)
N (0.460, 0.116, -0.401)
C (1.388, 0.404, 0.719)
C (2.752, -0.299, 0.498)
O (2.656, -1.510, 0.132)
O (3.794, 0.369, 0.578)
H (-0.797, 0.060, -2.949)
H (-1.677, 0.812, -1.648)
H (-0.394, 3.031, -2.920)
H (-0.594, 1.962, -4.245)
H (-2.026, 2.471, -3.323)
H (0.332, 2.063, -1.048)
H (1.306, 0.984, -2.196)
H (0.561, -0.811, -0.794)
H (0.799, -0.073, 1.506)
H (1.473, 1.473, 0.872)
H (0.930, -2.916, -0.566)
H (1.255, -2.783, -2.016)
O (0.477, -2.786, -1.427)
H (-2.621, 1.297, 1.665)
H (-3.704, 0.696, 0.693)
O (-3.343, 0.654, 1.593)
H (-2.654, -4.093, 0.605)
H (-3.285, -3.044, 1.520)
O (-3.495, -3.657, 0.797)
H (-2.500, -0.971, 1.712)
H (-1.268, -1.712, 1.238)
O (-1.884, -1.671, 1.976)
H (-2.803, -2.100, -0.569)
H (-1.274, -1.769, -1.225)
O (-2.111, -1.484, -0.844)
H (3.457, 2.022, 0.746)
H (3.840, 3.175, -0.185)
O (3.286, 2.986, 0.580)
H (-3.774, 1.354, -1.916)
H (-3.079, 0.054, -1.394)
O (-3.552, 0.858, -1.129)
H (3.622, -3.337, -2.331)
H (3.075, -1.935, -1.594)
O (2.962, -2.652, -2.256)
H (-1.858, 3.670, 1.117)
H (-0.709, 2.623, 0.963)
O (-1.594, 2.771, 1.323)
H (1.176, -3.152, 2.119)
H (1.696, -2.425, 0.901)
O (1.487, -3.324, 1.222)
H (4.286, -2.294, 0.371)
H (4.165, -3.510, 1.250)
O (4.821, -3.043, 0.713)
H (0.139, 4.301, 0.005)
H (1.023, 4.061, 1.220)
O (0.114, 4.277, 0.965)
H (-2.276, 1.976, 4.790)
H (-1.168, 1.102, 4.432)
O (-1.531, 1.534, 5.218)

total charge = -1
relative energy (zero: lowest compared OMol25 entry of this formula, charge and spin) = 174.2 kJ/mol
LUMO level = 2.40 eV
E_tot = -1395.5644 Ha
Kohn-Sham gap = 8.1 eV
E_HOMO = -5.73 eV

Atom charges from the natural (NBO) analysis, given in e for atoms 1 to 2: C -0.41; C -0.61

Entry 4:
The following is a quantum chemistry calculation of the ion C4H10NO3 with charge +1 at a distorted geometry, from the Open Molecules 2025 dataset.

Geometry (Å):
C (-0.291, 0.034, -1.883)
C (-1.214, 0.074, -0.733)
O (-1.885, -1.042, -0.408)
C (-0.300, 0.553, 0.514)
N (0.306, 1.925, 0.329)
C (0.709, -0.466, 0.689)
O (0.735, -1.717, 0.655)
O (1.813, 0.154, 1.008)
H (0.233, 1.047, -1.942)
H (-0.747, -0.022, -2.857)
H (0.414, -0.665, -1.923)
H (-2.081, 0.770, -0.854)
H (-1.334, -1.781, -0.191)
H (-0.911, 0.653, 1.447)
H (0.887, 2.153, 1.208)
H (-0.583, 2.459, 0.378)
H (0.834, 2.001, -0.560)
H (2.424, -0.421, 1.428)

total charge = +1
relative energy (zero: lowest compared OMol25 entry of this formula, charge and spin) = 171.7 kJ/mol
SMILES = C[C@@H](O)[C@H]([NH3+])C(=O)O
LUMO level = -4.04 eV
E_tot = -438.5970 Ha
Kohn-Sham gap = 10.8 eV
E_HOMO = -14.84 eV

Atom charges from the natural (NBO) analysis, given in e for atoms 1 to 2: C -0.64; C 0.12

Entry 5:
The following is a quantum chemistry calculation of the molecule C3H8N2O, from the Open Molecules 2025 dataset.

Geometry (Å):
C (0.596, 1.397, 1.656)
N (0.737, 0.806, 0.346)
C (-0.234, -0.205, 0.038)
C (-0.027, -0.743, -1.362)
N (-1.088, -1.451, -1.832)
O (1.007, -0.604, -1.971)
H (-0.088, 2.260, 1.629)
H (0.207, 0.711, 2.418)
H (1.550, 1.776, 2.021)
H (1.678, 0.488, 0.162)
H (-0.212, -1.087, 0.689)
H (-1.228, 0.242, 0.159)
H (-1.866, -1.660, -1.234)
H (-1.031, -1.930, -2.717)

total charge = 0
relative energy (zero: lowest compared OMol25 entry of this formula, charge and spin) = 70.1 kJ/mol
SMILES = CNCC(N)=O
LUMO level = 0.87 eV
E_tot = -303.8654 Ha
Kohn-Sham gap = 9.6 eV
E_HOMO = -8.77 eV

Atom charges from the natural (NBO) analysis, given in e for atoms 1 to 2: C -0.41; N -0.62

Entry 6:
The following is a quantum chemistry calculation of a cluster of 3 separate species, C7H12N2O2S in total at a distorted geometry, from the Open Molecules 2025 dataset.

Geometry (Å):
C (-1.183, -1.863, 2.018)
C (-0.024, -1.027, 2.064)
C (-2.165, -1.171, 1.397)
C (0.416, 0.409, -3.011)
C (1.775, -0.819, -1.486)
C (-2.001, 1.144, 0.258)
C (1.050, 0.461, -1.846)
N (-0.332, 0.188, 1.657)
N (-1.585, 0.087, 1.204)
O (1.612, 2.545, 0.742)
O (2.898, 0.543, 1.263)
S (2.001, 1.572, 1.766)
H (-1.173, -2.781, 2.496)
H (0.818, -1.182, 2.720)
H (-0.056, 1.219, -3.541)
H (0.545, -0.503, -3.564)
H (-3.208, -1.394, 1.391)
H (1.418, -1.079, -0.518)
H (2.860, -0.676, -1.563)
H (1.452, -1.543, -2.225)
H (-2.320, 0.806, -0.684)
H (-2.867, 1.602, 0.699)
H (-1.191, 2.020, 0.173)
H (1.261, 1.442, -1.408)

total charge = 0
relative energy (zero: lowest compared OMol25 entry of this formula, charge and spin) = 388.0 kJ/mol
LUMO level = -0.59 eV
E_tot = -932.0071 Ha
Kohn-Sham gap = 8.7 eV
E_HOMO = -9.32 eV

Atom charges from the natural (NBO) analysis, given in e for atoms 1 to 2: C -0.31; C -0.06